Record 1
Here is C35H52AsFeP3S as an isolated structure at a distorted geometry from the Open Molecules 2025 dataset. Energies are from ωB97M-V/def2-TZVPD.

total charge: +3
<S²>: 8.916
2S+1: 6
orbital gap (alpha / beta): 3.95 / 2.75 eV
molecular weight: 728.56 g mol⁻¹
HOMO (alpha / beta): -14.786 / -14.766 eV
max |F|: 0.062 Eh/bohr

```
93
Properties=species:S:1:pos:R:3:forces:R:3
Fe -0.64911 -0.81858 -1.89804 0.223 1.516 2.220
P -2.02019 1.41107 -0.76457 -1.309 1.479 0.105
P -2.28046 -1.98805 -0.05462 -1.959 -0.013 1.226
P 1.11710 0.99287 -1.94154 1.652 1.557 -0.048
H -1.16184 -3.46701 -2.15750 0.258 -0.128 -0.063
C -0.10881 -3.19187 -2.23232 1.542 0.137 2.813
C 0.55496 -2.58563 -1.14645 -0.214 -1.873 -1.769
H 0.16558 -2.57849 -0.11705 0.068 0.239 -0.688
C -3.21039 1.85461 -2.09760 0.252 -0.412 -0.206
C -3.16934 1.52739 0.67149 0.051 -0.602 0.369
C -1.29721 3.07498 -0.45474 0.729 -0.092 -0.107
C -2.26318 -3.77662 0.41805 0.613 -0.374 -0.642
C -2.73489 -1.55406 1.68486 0.460 0.662 0.177
C -3.90646 -1.74913 -0.89017 0.272 -0.118 -0.297
C 2.70772 0.12572 -2.26222 -0.117 -0.309 -0.249
C 1.82992 2.22854 -0.75217 -0.335 -0.117 0.767
C 0.85101 2.25526 -3.31002 -0.106 -0.273 -0.078
H 0.46468 -3.61035 -3.06464 -0.322 0.769 0.045
H 1.61630 -2.34469 -1.25555 -0.245 -0.263 0.061
H -3.79744 2.73322 -1.79693 0.202 -0.237 -0.049
H -3.88412 1.00929 -2.27621 0.038 0.215 -0.090
H -2.66196 2.07824 -3.01973 -0.213 -0.004 0.068
H -3.54741 2.55537 0.74459 0.146 -0.257 -0.282
H -2.61017 1.31587 1.59305 -0.263 0.086 -0.200
H -4.02559 0.85360 0.56290 0.225 0.160 0.197
H -2.09796 3.77276 -0.18213 0.017 -0.311 -0.255
H -0.78138 3.46208 -1.34031 -0.041 -0.013 0.253
H -0.61811 3.01819 0.40631 -0.205 0.092 -0.211
H -3.30596 -4.11444 0.53550 0.400 0.189 -0.149
H -1.75807 -3.88050 1.39349 -0.095 0.074 -0.490
H -1.74744 -4.39439 -0.32005 -0.213 -0.233 0.227
H -3.56856 -2.20225 1.99715 0.182 0.143 -0.377
H -3.02617 -0.51198 1.81405 0.132 -0.445 0.094
H -1.88755 -1.77859 2.34925 -0.192 0.201 -0.170
H -4.60626 -2.52407 -0.55915 0.074 0.195 -0.069
H -3.77283 -1.81886 -1.97550 -0.250 -0.035 0.115
H -4.32023 -0.76272 -0.64898 0.126 -0.293 -0.080
H 3.34178 0.73161 -2.92391 -0.137 -0.181 0.200
H 2.54040 -0.86033 -2.70268 0.168 0.160 -0.169
H 3.21865 -0.02100 -1.29969 -0.154 0.145 -0.238
H 2.60474 2.83367 -1.27015 -0.423 -0.625 0.044
H 2.27696 1.73676 0.12565 -0.120 0.067 -0.370
H 1.05166 2.91278 -0.39902 0.468 -0.249 -0.218
H 1.54157 2.03886 -4.14228 -0.414 0.071 0.221
H 1.09405 3.25962 -2.91491 -0.083 -0.613 -0.142
H -0.18925 2.27839 -3.66387 0.373 -0.102 -0.064
C 0.26442 -1.67720 -5.81571 -1.347 -0.227 1.006
C -0.27225 -1.12733 -7.01615 0.582 0.551 -0.681
C 0.27745 -1.48824 -8.23535 -0.428 0.442 0.304
C 1.26947 -2.46743 -8.29226 -0.053 0.295 0.003
C 1.56333 -3.21852 -7.15738 -0.219 -0.292 1.391
C 0.99652 -2.88608 -5.91979 1.330 -0.317 -0.680
S -0.02221 -0.77173 -4.33283 -0.403 -0.552 -1.197
H -1.42372 -1.34379 -3.13495 -0.260 -0.178 -1.724
H -1.02818 -0.35896 -6.96573 0.030 0.165 0.038
H -0.01744 -0.98531 -9.14842 -0.158 -0.012 0.121
H 1.80926 -2.64533 -9.21428 -0.133 -0.111 -0.037
H 2.25785 -4.04861 -7.25876 -0.218 0.037 0.248
H 1.21228 -3.49651 -5.04878 0.144 0.216 -0.131
C 1.12344 5.03753 4.44685 -0.079 -0.119 -0.097
C 1.50784 4.79849 3.12137 -0.009 -0.183 0.035
C 1.32775 3.53142 2.55382 -0.430 0.210 0.484
C 0.69042 2.51324 3.29164 0.043 0.380 -0.248
C 0.31440 2.76119 4.61894 0.147 0.112 -0.061
C 0.54055 4.01297 5.19973 0.218 0.126 -0.305
As 0.40574 0.80260 2.34401 0.817 0.075 1.040
C 2.27659 0.16741 2.47568 -0.104 -0.089 -0.532
C 2.75013 -0.67738 1.45489 0.408 0.390 0.682
C 4.04898 -1.18748 1.54432 -0.127 -0.061 -0.125
C 4.85461 -0.90852 2.65377 -0.198 0.023 -0.137
C 4.39281 -0.05432 3.65486 -0.393 0.041 -0.186
C 3.11307 0.51006 3.54597 0.034 -0.264 0.000
C -0.33548 -0.24561 3.82391 -0.223 -0.253 0.153
C 0.19944 -1.49717 4.16695 -0.373 0.092 -0.162
C -0.39731 -2.27982 5.16172 -0.088 0.067 -0.136
C -1.52960 -1.80986 5.82968 -0.122 0.023 -0.139
C -2.09620 -0.58394 5.45966 0.268 0.159 0.029
C -1.48839 0.21283 4.47997 0.068 -0.504 0.149
H 1.28149 6.02416 4.88930 -0.064 -0.357 -0.155
H 1.94234 5.60294 2.52103 -0.044 -0.303 0.290
H 1.68422 3.34736 1.53872 -0.139 0.093 0.358
H -0.13228 1.98523 5.23623 0.175 0.199 -0.199
H 0.26570 4.18332 6.24326 0.079 -0.049 -0.370
H 2.11324 -0.90972 0.59357 0.140 0.019 0.272
H 4.42624 -1.80929 0.73312 0.032 0.010 0.256
H 5.84136 -1.36013 2.73630 -0.195 0.143 -0.075
H 5.01675 0.16639 4.52341 -0.198 -0.020 -0.318
H 2.75766 1.19578 4.31817 0.084 -0.223 -0.218
H 1.07275 -1.86798 3.63669 -0.025 0.017 0.155
H 0.00148 -3.27268 5.39056 -0.025 0.460 0.038
H -1.96824 -2.39755 6.64287 0.098 0.221 -0.413
H -2.99528 -0.22352 5.95981 0.272 -0.082 -0.049
H -1.86167 1.21997 4.28799 -0.173 -0.360 -0.107
```
Positions in Å, forces in eV/Å.



Record 2
Here is a 3-piece molecular cluster, C4H17N2O2 overall at a distorted geometry from the Open Molecules 2025 dataset. Energies are from ωB97M-V/def2-TZVPD.

total charge: +1
orbital gap: 10.01 eV
molecular weight: 125.19 g mol⁻¹
relative energy (zero: lowest compared OMol25 entry of this formula, charge and spin): 60.2 kcal per mole
HOMO: -12.840 eV
max |F|: 0.135 Eh/bohr

```
25
Properties=species:S:1:pos:R:3:forces:R:3
N 1.30200 -0.51673 -0.78458 -4.968 -4.320 2.134
C 0.61496 0.74301 -1.18546 0.104 -0.322 -2.210
C 0.34267 1.68137 -0.02459 0.799 0.268 0.383
N -0.16579 0.81723 1.05423 1.126 1.204 1.447
C -1.51000 1.16565 1.44074 -1.159 -1.100 0.752
C 0.77658 0.78363 2.21700 -0.515 -2.182 -0.512
H 2.23214 -0.61171 -0.46112 1.594 0.420 -0.581
H 0.88200 -1.41859 -1.32421 1.764 2.700 0.807
H 0.75236 -0.88172 0.17752 1.033 1.660 -2.415
H -0.33882 0.37339 -1.60615 0.204 0.138 0.610
H 1.11269 1.08017 -2.12338 0.040 0.475 1.052
H -0.27218 2.53497 -0.32810 -0.811 -0.686 -0.134
H 1.18028 2.29701 0.32486 0.604 -0.727 -0.102
H -1.69903 2.16979 1.91483 0.461 -0.764 -0.523
H -1.90773 0.35669 2.14590 0.447 1.168 -0.889
H -2.01984 1.05321 0.49050 -0.940 0.363 0.176
H 0.28342 0.12844 3.03698 1.243 0.563 -1.529
H 0.97685 1.69815 2.72171 0.009 1.283 0.072
H 1.75976 0.42293 1.77264 -1.025 0.043 1.203
H -0.78631 -2.49778 -3.66342 0.317 -1.714 -1.100
H -1.28548 -1.10847 -3.71672 -0.409 0.676 -0.497
O -0.92867 -1.75512 -3.12505 0.251 1.065 1.685
H -0.42901 -3.40677 -0.18450 -0.498 -1.996 -0.698
H -0.62005 -2.54288 1.06924 0.196 -0.182 -0.820
O -0.25281 -2.56588 0.16112 0.135 1.969 1.689
```
Positions in Å, forces in eV/Å.



Record 3
Here is C37H22F10O2P2PtS2 as an isolated structure from the Open Molecules 2025 dataset. Energies are from ωB97M-V/def2-TZVPD.

orbital gap: 7.00 eV
molecular weight: 1009.72 g mol⁻¹
relative energy (zero: lowest compared OMol25 entry of this formula, charge and spin): 0.0 kcal per mole
HOMO: -7.110 eV
max |F|: 0.008 Eh/bohr

```
76
Properties=species:S:1:pos:R:3:forces:R:3
Pt -0.93309 -0.08663 -0.93083 0.296 0.168 0.232
F -6.77508 -4.02915 -2.19812 -0.003 -0.005 0.000
C -5.92198 -3.03924 -1.92640 0.008 0.002 -0.002
C -4.66428 -3.31284 -1.42757 0.019 -0.001 0.015
F -4.29728 -4.58012 -1.20730 -0.006 0.003 -0.002
C -3.78918 -2.28029 -1.13856 0.053 -0.025 0.036
F -2.60161 -2.63107 -0.62165 -0.046 -0.026 -0.014
C -4.11084 -0.94518 -1.34778 0.035 -0.009 -0.121
S -3.10263 0.45851 -1.03194 -0.234 0.057 0.179
C -5.39244 -0.70761 -1.84880 0.016 -0.027 -0.018
F -5.79144 0.54875 -2.07534 0.000 0.013 -0.006
C -6.28641 -1.72085 -2.13283 -0.007 0.000 0.005
F -7.49928 -1.43570 -2.61358 0.000 -0.001 0.000
O -0.82289 0.34562 1.20511 -0.134 -0.105 -0.169
P 0.11720 -0.27601 2.19787 0.118 -0.032 0.091
C 1.84823 0.21455 1.90109 -0.040 0.030 -0.065
P 2.12858 0.46894 0.11196 0.057 0.029 -0.007
O 1.24453 -0.41451 -0.73038 -0.128 0.039 0.041
C 3.85360 0.05110 -0.15031 -0.020 -0.077 -0.022
C 4.76969 0.95372 -0.67882 -0.001 0.013 0.015
C 6.07744 0.55122 -0.91401 0.002 -0.006 0.001
C 6.46680 -0.74791 -0.62874 -0.005 0.005 0.000
C 5.55050 -1.65678 -0.11214 -0.002 0.006 0.001
C 4.24668 -1.26014 0.12513 0.010 -0.002 -0.005
C 1.92349 2.22315 -0.18013 0.037 -0.007 -0.003
C 1.19574 2.62452 -1.29366 0.037 0.001 -0.049
C 1.02319 3.97668 -1.55718 0.030 0.003 0.013
C 1.59073 4.92205 -0.71835 0.001 -0.009 -0.008
C 2.33773 4.52404 0.38580 -0.001 -0.002 0.001
C 2.50474 3.17764 0.65688 -0.035 0.016 0.007
C 0.19610 -2.07479 2.22391 -0.012 -0.001 0.049
C -0.09237 -2.82169 1.08725 0.002 0.014 -0.047
C 0.04121 -4.20282 1.11476 0.002 -0.001 -0.004
C 0.47252 -4.83822 2.26846 0.005 0.014 0.011
C 0.76887 -4.09514 3.40526 -0.007 -0.010 -0.011
C 0.62894 -2.71799 3.38611 -0.038 -0.012 0.012
C -0.32922 0.26198 3.84893 0.031 0.026 -0.016
C 0.60498 0.53092 4.84506 0.000 -0.020 0.011
C 0.17874 0.91118 6.10905 0.003 0.002 -0.007
C -1.17809 1.02593 6.37541 -0.003 -0.002 -0.005
C -2.11161 0.76608 5.38090 0.006 0.003 0.007
C -1.69162 0.38465 4.11712 -0.008 0.015 -0.006
H 2.50479 -0.57893 2.26049 0.030 0.026 0.001
H 2.09129 1.13925 2.42582 -0.043 0.002 0.012
H 4.46540 1.96555 -0.91321 -0.005 0.001 0.000
H 6.78884 1.25372 -1.32693 0.003 0.001 -0.001
H 7.48620 -1.05885 -0.81603 0.002 0.000 0.000
H 5.85211 -2.67426 0.09729 0.001 -0.003 -0.002
H 3.52514 -1.97706 0.50297 0.000 0.000 0.002
H 0.75447 1.88307 -1.94517 0.000 -0.031 0.014
H 0.43727 4.28010 -2.41417 -0.005 0.016 0.015
H 1.45320 5.97605 -0.92154 -0.001 0.002 0.000
H 2.78534 5.26436 1.03541 -0.002 0.004 0.001
H 3.09632 2.87830 1.51473 0.002 -0.002 0.003
H -0.42301 -2.32923 0.18219 -0.013 -0.010 0.005
H -0.19747 -4.77617 0.22901 -0.008 -0.002 0.001
H 0.57320 -5.91562 2.28724 0.000 -0.002 0.000
H 1.09573 -4.59003 4.31022 0.002 -0.003 -0.001
H 0.83839 -2.14987 4.28466 -0.004 0.005 -0.005
H 1.66649 0.44481 4.64493 0.001 -0.004 0.001
H 0.90507 1.12169 6.88271 0.001 -0.001 0.002
H -1.50958 1.32457 7.36120 0.000 0.003 0.001
H -3.16852 0.86627 5.58812 -0.001 -0.001 0.000
H -2.41174 0.19907 3.32970 -0.001 0.000 -0.003
F -2.51006 3.37785 -7.06940 0.000 0.005 -0.004
C -2.14769 2.48980 -6.14113 0.000 0.001 0.003
C -1.91875 1.16873 -6.48176 0.005 0.007 0.006
F -2.06550 0.77518 -7.74887 -0.002 -0.004 -0.009
C -1.54121 0.26451 -5.50998 -0.012 -0.014 0.010
F -1.33460 -1.00157 -5.89057 -0.004 -0.004 -0.008
C -1.37030 0.61276 -4.16795 -0.137 0.002 0.081
S -0.87481 -0.67821 -3.08165 0.122 -0.172 -0.218
C -1.60449 1.94980 -3.86681 0.015 0.048 0.043
F -1.44775 2.42585 -2.62160 0.016 0.047 -0.100
C -1.98614 2.87313 -4.82560 -0.004 -0.004 0.008
F -2.18649 4.14882 -4.47597 0.006 0.008 0.000
```
Positions in Å, forces in eV/Å.



molecular weight of number 3 (C37H22F10O2P2PtS2)?
1009.72 g mol⁻¹



max |F| of number 1 (C35H52AsFeP3S)?
0.062 Eh/bohr